Record 1
C31H46N2O6P2Tm as an isolated structure at a distorted geometry, computed with ωB97M-V with the def2-TZVPD basis set.

Atoms and positions in Å:
Tm: -0.841 1.218 -0.251
C: 0.299 1.262 2.266
C: 1.300 1.565 1.292
C: -0.256 3.286 1.279
C: -0.626 2.343 2.290
C: 0.977 2.832 0.697
C: 0.401 0.163 3.256
H: 0.746 -0.774 2.786
H: -0.559 -0.040 3.751
H: 1.137 0.414 4.039
C: -1.600 2.568 3.382
H: -1.120 2.462 4.369
H: -2.433 1.850 3.336
H: -2.036 3.572 3.340
C: -0.877 4.632 1.148
H: -0.834 5.147 2.121
H: -1.946 4.591 0.880
H: -0.372 5.257 0.401
C: 1.999 3.682 0.021
H: 2.834 3.887 0.725
H: 1.604 4.662 -0.285
H: 2.447 3.199 -0.867
C: 2.643 0.949 1.295
H: 3.246 1.328 2.137
H: 3.199 1.171 0.378
H: 2.591 -0.139 1.423
C: 1.495 -3.202 0.047
C: 2.732 -3.347 0.542
C: 4.021 -2.901 -0.079
C: 4.207 -3.234 -1.578
C: 3.927 -2.122 -2.542
C: 2.957 -1.199 -2.427
C: 1.946 -1.097 -1.321
C: 1.084 -2.357 -1.118
H: 4.828 -3.391 0.489
H: 3.618 -4.132 -1.818
H: 4.192 -1.832 0.092
H: 0.986 -2.909 -2.063
H: 0.664 -3.705 0.560
H: 2.850 -3.933 1.459
H: 0.060 -2.047 -0.852
H: 2.381 -0.809 -0.357
H: 2.881 -0.394 -3.167
H: 1.268 -0.245 -1.554
H: 5.266 -3.505 -1.720
H: 4.577 -2.098 -3.426
P: -0.892 -0.412 -2.974
P: -0.662 2.651 -2.452
C: -1.149 0.765 -4.414
C: -1.675 2.099 -3.926
H: -1.850 0.295 -5.123
H: -0.169 0.895 -4.909
H: -1.570 2.875 -4.699
H: -2.730 2.038 -3.609
C: -1.145 4.402 -2.447
H: -0.527 4.962 -1.738
H: -2.203 4.485 -2.165
H: -1.000 4.794 -3.461
C: 1.010 2.712 -3.217
H: 0.900 2.747 -4.308
H: 1.620 1.834 -2.959
H: 1.532 3.612 -2.869
C: -2.536 -1.235 -3.026
H: -2.975 -1.212 -2.024
H: -2.426 -2.279 -3.346
H: -3.197 -0.715 -3.730
C: -0.029 -1.602 -4.150
H: 0.139 -1.137 -5.135
H: -0.664 -2.483 -4.312
H: 0.953 -1.922 -3.789
O: -2.616 0.702 1.016
C: -2.185 -0.506 1.136
O: -1.229 -0.865 0.308
C: -2.548 -1.421 2.236
C: -1.677 -2.501 2.405
C: -1.797 -3.355 3.511
C: -2.841 -3.228 4.430
C: -3.705 -2.142 4.265
C: -3.557 -1.214 3.204
N: -4.756 -1.944 5.234
O: -4.895 -2.775 6.160
O: -5.498 -0.947 5.111
N: -0.720 -4.288 3.722
O: 0.255 -4.251 2.933
O: -0.771 -5.092 4.670
H: -0.888 -2.658 1.667
H: -2.937 -3.931 5.250
H: -4.253 -0.379 3.148

Atomic forces in eV per Å
Tm 1.11 -0.35 2.54
C 0.05 0.96 -0.96
C -0.93 0.79 0.13
C 0.50 -0.82 0.46
C 0.92 -0.06 -0.70
C -0.38 -0.55 0.39
C 0.00 -0.66 0.31
H -0.11 0.25 0.17
H 0.27 0.08 -0.08
H -0.23 -0.06 -0.19
C -0.87 -0.08 0.26
H -0.09 -0.01 -0.36
H 0.11 0.17 0.12
H 0.07 -0.22 -0.02
C -0.44 0.51 -0.02
H 0.05 0.02 -0.34
H 0.30 0.03 0.03
H -0.10 -0.12 0.28
C 0.60 0.30 -0.48
H -0.40 -0.08 -0.34
H 0.08 -0.34 0.03
H -0.12 0.25 0.41
C 0.70 -0.41 -0.09
H -0.20 0.00 -0.19
H -0.02 -0.12 0.12
H 0.10 0.16 0.01
C 0.39 -0.42 0.49
C -0.74 -0.43 0.10
C 0.52 0.03 0.26
C 0.49 -0.14 0.30
C -0.71 0.51 -0.37
C 0.79 0.16 -0.08
C -0.44 0.21 0.27
C -0.50 0.26 0.07
H -0.26 0.10 -0.30
H 0.15 0.20 -0.05
H 0.01 -0.01 -0.10
H 0.20 -0.13 0.34
H 0.50 0.16 -0.10
H -0.22 0.15 -0.28
H 0.34 -0.05 -0.36
H 0.05 -0.28 -0.43
H 0.23 -0.39 -0.04
H 0.35 -0.32 -0.06
H -0.38 -0.04 0.01
H -0.31 0.13 0.32
P -0.25 -0.64 -2.49
P -0.22 1.36 -2.16
C -0.03 0.28 0.37
C 0.09 0.23 0.44
H 0.41 0.11 0.13
H -0.51 -0.03 0.20
H -0.21 -0.09 0.22
H 0.28 0.06 -0.18
C 0.03 0.20 0.07
H -0.21 -0.04 -0.16
H 0.28 0.10 -0.06
H -0.08 0.08 0.27
C 0.21 -0.16 0.11
H 0.07 0.12 0.24
H -0.17 0.23 -0.05
H -0.14 -0.26 -0.10
C -0.44 0.05 0.59
H -0.19 -0.15 -0.21
H -0.12 0.32 0.22
H 0.05 -0.16 0.22
C 0.68 -0.38 0.17
H -0.17 -0.08 0.51
H 0.32 0.24 0.19
H -0.24 -0.01 -0.10
O -0.44 -1.79 0.24
C 1.06 1.44 -1.43
O -1.71 -0.17 1.42
C -0.28 -0.70 1.13
C -0.03 -0.38 0.18
C -0.74 1.38 -0.56
C 0.40 0.19 -0.28
C 1.10 0.15 -1.40
C -0.01 -0.45 0.09
N -2.65 0.39 2.38
O 0.71 1.47 -2.12
O 1.60 -1.70 -0.13
N 2.62 -2.59 0.31
O -2.04 0.22 1.37
O -0.47 1.75 -1.55
H -0.19 0.05 0.47
H -0.04 0.21 -0.03
H 0.23 -0.16 -0.01

Properties
total charge = +1
maximum force = 0.072 hartree/bohr
spin multiplicity = 3
gap between HOMO and LUMO (alpha / beta) = 6.91 / 6.91 eV
HOMO level (alpha / beta) = -0.3905 / -0.3903 hartree
electronic energy = -96256.003 eV
expectation value of S² = 2.0024



Record 2
C31H46N8O2S2SeV as an isolated structure at a distorted geometry, computed with ωB97M-V with the def2-TZVPD basis set.

Atoms and positions in Å:
V: -0.128 1.443 0.421
N: 2.280 1.356 4.098
C: 1.685 1.345 2.852
S: -0.070 1.366 2.800
N: 2.478 1.345 1.836
N: 1.805 1.392 0.592
C: 2.641 1.515 -0.415
C: 2.276 1.602 -1.808
C: 3.314 1.603 -2.763
C: 3.070 1.716 -4.111
C: 1.743 1.830 -4.554
C: 0.708 1.839 -3.646
C: 0.940 1.741 -2.261
O: -0.087 1.830 -1.428
H: 1.701 1.068 4.866
H: 3.245 1.069 4.123
H: 3.695 1.570 -0.164
H: 4.334 1.506 -2.405
H: 3.887 1.712 -4.820
H: 1.531 1.916 -5.614
H: -0.324 1.928 -3.970
C: -6.300 -0.013 -0.468
C: -5.516 0.317 0.806
C: -4.355 1.223 0.549
N: -3.130 0.880 0.684
N: -2.221 1.885 0.356
C: -2.825 2.988 -0.026
N: -2.189 4.098 -0.443
S: -4.546 2.868 -0.014
H: -7.118 -0.699 -0.245
H: -5.648 -0.484 -1.207
H: -6.728 0.886 -0.918
H: -5.099 -0.589 1.243
H: -6.178 0.774 1.544
H: -1.188 4.170 -0.252
H: -2.704 4.960 -0.455
C: 0.881 5.151 -1.755
C: 1.515 4.873 -0.414
O: 0.505 4.480 0.522
C: 0.760 4.856 1.876
C: -0.543 4.891 2.639
H: 1.647 5.475 -2.464
H: 0.136 5.949 -1.665
H: 0.397 4.265 -2.158
H: 2.006 5.776 -0.043
H: 2.267 4.085 -0.484
H: 1.220 5.847 1.886
H: 1.463 4.148 2.323
H: -1.220 5.633 2.206
H: -0.349 5.163 3.678
H: -1.025 3.913 2.632
C: -2.297 -1.664 3.274
C: -1.455 -2.925 3.094
C: -0.023 -2.766 3.607
C: 0.848 -1.931 2.675
N: 1.133 -2.627 1.419
C: 0.635 -2.274 0.220
Se: -0.608 -0.955 -0.171
N: 1.114 -3.140 -0.694
C: 0.887 -3.035 -2.136
C: -0.322 -3.834 -2.596
C: -0.560 -3.679 -4.097
C: -1.042 -2.278 -4.483
C: 1.900 -4.100 -0.065
C: 2.580 -5.202 -0.556
C: 3.299 -5.956 0.358
C: 3.339 -5.610 1.713
C: 2.655 -4.506 2.197
C: 1.923 -3.766 1.283
H: -3.351 -1.871 3.069
H: -1.977 -0.867 2.597
H: -2.226 -1.291 4.301
H: -1.430 -3.190 2.031
H: -1.920 -3.765 3.616
H: 0.425 -3.752 3.756
H: -0.030 -2.268 4.581
H: 1.797 -1.669 3.144
H: 0.344 -1.004 2.411
H: 1.794 -3.374 -2.640
H: 0.749 -1.979 -2.350
H: -1.196 -3.474 -2.045
H: -0.180 -4.888 -2.336
H: -1.303 -4.416 -4.409
H: 0.361 -3.916 -4.640
H: -1.955 -2.022 -3.939
H: -1.257 -2.220 -5.552
H: -0.301 -1.507 -4.256
H: 2.553 -5.464 -1.606
H: 3.842 -6.828 0.015
H: 3.918 -6.215 2.399
H: 2.700 -4.235 3.244

Atomic forces in eV per Å
V -0.33 -0.22 0.16
N -0.20 -0.02 -0.07
C 0.00 0.06 0.10
S 0.32 0.33 0.51
N -0.14 -0.03 -0.45
N 1.11 -0.01 -0.01
C -0.11 -0.04 0.17
C 0.00 -0.03 0.21
C 0.04 -0.02 0.02
C -0.10 -0.01 -0.01
C 0.04 -0.03 0.03
C -0.09 -0.02 -0.06
C -0.22 0.03 0.36
O 0.42 0.40 -0.80
H 0.00 -0.01 0.02
H 0.01 0.02 -0.02
H 0.07 -0.05 0.00
H -0.03 0.02 -0.01
H -0.01 0.00 0.02
H 0.00 -0.01 0.04
H 0.05 0.02 0.01
C 0.06 0.01 0.05
C -0.01 0.03 -0.14
C 0.09 0.06 -0.01
N 0.30 0.32 -0.04
N -1.12 -0.18 0.07
C 0.28 -0.22 -0.03
N 0.09 -0.02 0.03
S -0.21 0.01 -0.02
H 0.03 0.03 -0.01
H -0.03 0.02 0.03
H 0.02 -0.04 0.02
H 0.00 -0.03 0.04
H 0.01 -0.01 0.03
H -0.11 0.02 0.03
H 0.00 0.03 -0.01
C -0.05 0.09 -0.04
C 0.00 -0.06 0.11
O -0.15 0.10 -0.11
C 0.01 -0.10 -0.02
C -0.11 0.05 -0.03
H -0.05 -0.04 0.02
H 0.08 -0.03 -0.02
H -0.02 -0.04 -0.01
H 0.03 0.05 0.07
H 0.04 -0.05 -0.02
H 0.07 0.06 -0.04
H 0.02 -0.05 0.03
H 0.05 -0.02 0.04
H -0.02 -0.02 -0.03
H 0.02 0.07 0.01
C 0.01 0.04 -0.04
C -0.02 0.06 0.05
C -0.04 -0.01 -0.11
C -0.01 -0.26 -0.02
N 0.06 0.02 0.40
C 0.24 0.08 0.08
Se -0.47 -0.24 -0.29
N 0.09 -0.20 -0.41
C -0.02 -0.08 0.19
C 0.00 -0.02 0.01
C -0.04 0.11 0.00
C 0.02 -0.04 0.02
C -0.15 0.15 -0.22
C 0.06 -0.07 -0.09
C 0.01 0.01 0.04
C 0.00 -0.01 -0.05
C 0.06 -0.02 0.10
C -0.10 0.26 0.08
H 0.04 0.02 -0.04
H -0.06 -0.11 0.11
H -0.01 -0.03 -0.06
H -0.02 -0.06 0.05
H -0.03 0.00 0.01
H 0.05 0.02 0.01
H -0.03 -0.03 0.00
H 0.09 -0.02 -0.04
H 0.05 -0.03 0.00
H 0.04 -0.01 0.03
H 0.05 0.07 -0.01
H 0.00 -0.04 0.01
H 0.00 0.02 -0.02
H 0.01 0.01 -0.03
H -0.04 -0.02 0.01
H 0.06 -0.01 -0.03
H 0.01 0.00 0.04
H -0.05 -0.05 -0.01
H 0.00 0.01 0.05
H -0.01 0.03 0.02
H -0.01 0.01 -0.03
H -0.03 0.00 -0.03

Properties
maximum force = 0.022 hartree/bohr
spin multiplicity = 2
ΔE to the lowest compared entry with this formula, charge and spin = 0.0 kJ/mol
gap between HOMO and LUMO (alpha / beta) = 6.74 / 5.50 eV
HOMO level (alpha / beta) = -0.2301 / -0.1844 hartree
electronic energy = -161616.241 eV
expectation value of S² = 0.8861



Record 3
A 8-piece molecular cluster, C31H46O24 overall at a distorted geometry, computed with ωB97M-V with the def2-TZVPD basis set.

Atoms and positions in Å:
C: -2.577 15.862 -18.937
C: -2.435 14.406 -18.744
O: -1.881 13.854 -19.998
C: -1.774 14.853 -20.878
O: -1.435 14.788 -22.034
O: -2.353 15.939 -20.322
H: -1.816 16.376 -18.349
H: -3.565 16.190 -18.614
H: -3.419 13.978 -18.549
H: -1.829 14.338 -17.841
C: -11.989 13.485 -22.892
C: -12.088 13.606 -21.431
C: -11.123 12.774 -20.694
O: -10.527 13.728 -19.793
C: -11.061 15.000 -19.974
O: -10.615 15.877 -19.308
O: -11.792 14.985 -21.054
H: -11.036 13.847 -23.278
H: -12.861 13.988 -23.310
H: -12.058 12.444 -23.207
H: -13.125 13.292 -21.316
H: -10.515 12.057 -21.246
H: -11.630 12.163 -19.947
C: -3.045 14.485 -13.612
C: -4.481 14.311 -14.272
C: -4.592 15.045 -15.580
O: -5.042 14.090 -16.474
C: -4.836 12.907 -15.943
O: -4.933 11.853 -16.554
O: -4.398 13.015 -14.734
H: -2.836 13.584 -13.035
H: -2.885 15.415 -13.068
H: -2.287 14.613 -14.384
H: -5.370 14.461 -13.659
H: -3.715 15.673 -15.740
H: -5.474 15.682 -15.519
C: -6.926 17.661 -23.015
C: -5.976 17.096 -21.908
C: -4.629 17.843 -21.903
O: -4.491 18.530 -20.625
C: -5.635 18.285 -19.934
O: -5.832 18.818 -18.841
O: -6.497 17.424 -20.616
H: -7.072 18.715 -22.778
H: -7.968 17.360 -23.123
H: -6.437 17.466 -23.969
H: -5.778 16.025 -21.933
H: -4.530 18.593 -22.687
H: -3.861 17.128 -22.201
C: -7.377 7.474 -19.692
C: -8.320 7.458 -18.526
C: -7.537 8.059 -17.332
O: -8.288 9.106 -16.881
C: -9.331 9.359 -17.708
O: -10.085 10.309 -17.663
O: -9.364 8.386 -18.640
H: -7.707 6.830 -20.507
H: -6.331 7.188 -19.584
H: -7.418 8.462 -20.152
H: -8.656 6.423 -18.459
H: -6.643 8.648 -17.537
H: -7.292 7.323 -16.566
C: -7.013 14.231 -19.090
C: -6.353 12.840 -19.362
C: -7.231 11.604 -19.371
O: -6.923 11.016 -20.604
C: -6.113 11.717 -21.402
O: -5.692 11.371 -22.444
O: -5.853 12.987 -20.703
H: -7.850 14.484 -19.741
H: -6.409 15.134 -19.182
H: -7.211 14.264 -18.019
H: -5.469 12.718 -18.736
H: -8.278 11.879 -19.497
H: -7.176 10.997 -18.467
C: -11.244 13.035 -16.098
C: -9.944 12.878 -15.300
C: -8.624 12.483 -16.037
O: -7.771 13.481 -15.438
C: -8.472 14.356 -14.840
O: -8.031 15.450 -14.485
O: -9.738 14.073 -14.751
H: -11.070 13.828 -16.825
H: -11.877 13.449 -15.312
H: -11.740 12.229 -16.639
H: -10.034 12.208 -14.445
H: -8.681 12.506 -17.125
H: -8.383 11.474 -15.702
C: -9.073 10.336 -23.610
C: -9.180 11.008 -25.007
C: -9.559 10.269 -26.270
O: -10.506 11.072 -26.914
C: -10.967 12.067 -26.050
O: -11.867 12.845 -26.235
O: -10.333 11.819 -24.830
H: -8.091 10.571 -23.199
H: -9.230 9.262 -23.708
H: -9.821 10.679 -22.896
H: -8.394 11.750 -25.145
H: -10.046 9.304 -26.133
H: -8.607 10.252 -26.802

Atomic forces in eV per Å
C 0.28 -0.07 -0.25
C -0.45 -1.39 0.61
O 0.46 -0.11 1.87
C -1.29 -0.01 -1.08
O -0.02 0.03 1.82
O 0.09 2.48 -1.31
H 0.04 0.51 -0.43
H 0.00 0.38 -0.53
H 0.25 -0.55 -0.28
H 0.49 -1.28 -0.43
C 0.16 0.17 -1.40
C -0.75 0.16 -1.63
C -0.71 -0.45 3.27
O 0.74 -0.10 -0.18
C 3.20 -1.62 0.47
O -1.14 0.66 -0.15
O -1.95 -0.12 -0.48
H -0.17 0.22 -0.14
H 0.38 0.22 -0.48
H -0.09 -0.07 0.20
H -0.16 0.65 1.38
H 0.80 0.91 -0.22
H -0.39 -0.62 -0.44
C -1.14 0.74 -0.20
C 2.77 1.36 0.98
C -2.29 2.97 1.71
O 0.58 -0.06 -2.08
C 0.20 -3.18 -2.42
O -0.33 1.32 0.79
O -0.25 -2.75 1.42
H 0.08 0.34 0.20
H -0.54 -0.18 0.60
H -0.17 -0.61 -0.43
H 0.29 -0.08 0.35
H 0.24 -0.57 -1.11
H 0.36 0.78 0.17
C 0.47 -0.16 0.63
C -0.62 1.09 -0.15
C 0.43 0.27 -1.22
O -1.03 -1.74 -1.01
C -0.53 1.19 2.11
O 0.04 -1.97 -2.96
O 0.90 1.15 1.49
H 0.62 0.28 -0.38
H 0.19 -1.01 0.55
H -0.01 0.46 -0.12
H -0.41 -0.04 -0.14
H -0.51 0.29 0.10
H 0.55 0.06 1.15
C -0.36 0.30 -2.44
C 2.59 0.02 0.60
C 1.50 -1.11 -0.08
O -3.11 2.10 1.48
C -0.32 0.48 -0.03
O 1.34 -1.60 0.10
O -1.43 0.40 -0.85
H -0.34 -0.20 0.02
H -0.12 0.12 0.88
H 0.36 0.26 0.16
H -0.60 0.31 0.86
H 0.80 -1.19 -0.99
H -0.28 0.15 0.24
C 0.19 -0.64 1.00
C 0.70 2.97 -0.31
C -1.34 1.85 -0.23
O 0.41 -2.18 -0.73
C 0.41 2.79 2.77
O 0.01 0.19 -0.52
O -0.30 -3.33 -2.23
H -0.41 -0.64 0.32
H 0.97 -0.50 -0.39
H -0.87 0.00 0.01
H -0.23 -0.16 0.24
H -0.24 0.25 0.45
H 0.67 -0.44 -0.41
C 0.19 0.49 0.31
C -1.55 -4.42 -2.00
C -1.54 -0.22 1.13
O 2.16 -2.85 -1.99
C 0.80 6.37 1.61
O -0.21 -2.03 -0.08
O 0.04 2.84 1.24
H 0.03 0.13 -0.05
H -0.65 -0.05 -0.40
H 0.51 -0.39 0.50
H -0.45 -0.66 -0.22
H 0.26 0.54 0.11
H 0.58 0.24 -0.19
C 0.85 -0.56 -0.89
C -1.42 0.80 2.14
C 1.27 -0.53 0.37
O -0.85 2.28 -0.18
C -0.47 -1.33 0.95
O 1.91 -1.25 0.05
O -1.97 2.06 -1.48
H 0.00 -0.43 0.11
H 0.32 -0.11 0.14
H -0.08 0.31 -0.44
H 0.54 -0.52 -0.29
H 0.52 -0.21 0.20
H -0.44 -0.66 -0.79

Properties
maximum force = 0.129 hartree/bohr
structure (SMILES) = C[C@H]1COC(=O)O1.C[C@H]1COC(=O)O1.C[C@H]1COC(=O)O1.C[C@H]1COC(=O)O1.C[C@H]1COC(=O)O1.C[C@H]1COC(=O)O1.C[C@H]1COC(=O)O1.O=C1OCCO1
ΔE to the lowest compared entry with this formula, charge and spin = 512.9 kJ/mol
gap between HOMO and LUMO = 10.92 eV
HOMO level = -0.3897 hartree
electronic energy = -82030.215 eV



Question: Which value of electronic energy does entry 2 give?
Answer: -161616.241 eV



Question: Among the records above, which one has the highest electronic energy?
Answer: C31H46O24



Question: The lowest maximum force belongs to which entry?
Answer: C31H46N8O2S2SeV